Density functional theory data (wB97M-V/def2-TZVPD) for a structure of composition C14H29N5O11P2ReS2 in a non-equilibrium geometry.

Geometry as XYZ:
```
64
C14H29N5O11P2ReS2 (wB97M-V/def2-TZVPD)
Re 0.34 -1.06 -1.86
S 2.49 -2.27 -2.30
S -0.79 1.14 4.61
P -1.20 -3.12 -2.21
P -2.80 -0.85 -2.29
O -2.59 -2.49 -2.57
O -0.69 -2.51 -0.88
O -3.25 -0.62 -0.92
O -2.40 3.73 -0.77
O -3.75 -0.48 -3.47
O 0.44 1.81 4.27
O -1.39 -0.27 -2.66
O -0.85 -0.31 4.48
O -3.29 3.24 1.15
O -1.37 -4.65 -2.19
O -0.10 -2.63 -3.18
N 1.26 0.17 -3.47
N -1.66 0.90 1.25
N -2.52 3.05 0.22
N 2.47 0.40 -0.87
N -0.21 0.33 -0.30
C -0.80 1.53 -0.68
C 2.61 1.51 -1.81
C -0.55 0.70 7.27
C -2.51 0.82 2.47
C -0.44 -1.23 1.68
C -2.06 1.82 3.53
C 2.44 1.07 -3.26
C 3.96 -1.37 -1.70
C -1.29 1.57 6.25
C -0.79 -0.03 0.88
C 3.63 -0.42 -0.57
C 1.52 -0.83 -4.55
C -1.67 1.87 0.27
C 2.50 -1.91 -4.10
H 1.90 -0.34 -5.45
H 0.45 -1.70 1.28
H 3.58 2.01 -1.72
H 1.85 2.25 -1.57
H 0.53 0.86 7.22
H -0.88 0.96 8.27
H 3.54 -1.68 -4.33
H 2.25 -2.85 -4.59
H 2.34 1.94 -3.89
H 4.65 -2.13 -1.34
H 2.09 0.75 0.00
H -2.37 1.42 6.29
H -1.05 2.63 6.36
H -1.59 2.70 3.09
H 0.57 -1.28 -4.80
H -3.53 1.00 2.18
H 4.42 -0.88 -2.55
H -2.42 -0.20 2.84
H 3.32 0.53 -3.59
H -0.57 2.06 -1.59
H -0.28 -0.96 2.72
H 4.52 0.16 -0.35
H -1.26 -1.96 1.64
H -4.67 -0.30 -3.20
H 3.39 -1.00 0.32
H -2.90 2.15 4.14
H -2.24 -5.03 -2.41
H 0.45 0.72 -3.76
H -0.76 -0.36 7.10
```

## Properties
E: -87330.0260 eV
Molar mass: 755.7 g mol⁻¹
E_LUMO (spin up / spin down): -6.4 / -7.6 eV
Multiplicity: 4
<S²>: 3.768
Total charge: +2
HOMO (spin up / spin down): -0.546 / -0.558 Ha
Kohn-Sham gap (spin up / spin down): 8.5 / 7.5 eV

natural (NBO) atomic charge list, values in e, 5 entries:
1. Re 1.68
2. S 0.45
3. S 2.16
4. P 2.59
5. P 2.55